Computed, not measured: a 9-piece molecular cluster, C34H72N8O21P2 overall at a distorted geometry, with ωB97M-V with the def2-TZVPD basis set.

Element x y z (Å)
C -4.705 0.590 -0.196
N -6.139 0.860 0.096
O -6.808 0.029 0.680
O -6.603 1.953 -0.315
H -4.624 -0.483 -0.371
H -4.151 0.836 0.709
H -4.467 1.203 -1.065
C -2.633 -4.201 -4.823
N -1.751 -4.183 -3.609
O -0.526 -4.049 -3.788
O -2.268 -4.259 -2.468
H -2.041 -4.684 -5.600
H -2.927 -3.188 -5.099
H -3.551 -4.742 -4.597
C 2.431 -2.813 2.583
C 3.103 -4.010 1.875
C 2.110 -5.069 1.405
O 2.538 -5.317 0.102
C 3.518 -4.442 -0.259
O 4.080 -4.418 -1.342
O 3.673 -3.546 0.695
H 3.084 -1.943 2.520
H 2.280 -3.008 3.645
H 1.535 -2.414 2.106
H 3.903 -4.426 2.486
H 1.079 -4.717 1.370
H 2.145 -5.977 2.006
C -4.140 0.749 -4.926
C -2.711 0.884 -5.374
C -1.757 1.384 -4.296
O -0.590 0.540 -4.470
C -0.962 -0.555 -5.161
O -0.346 -1.594 -5.339
O -2.242 -0.417 -5.549
H -4.099 0.160 -4.010
H -4.835 0.230 -5.587
H -4.609 1.669 -4.580
H -2.519 1.504 -6.250
H -2.253 1.259 -3.334
H -1.598 2.459 -4.376
C 0.901 -2.392 -1.176
C 0.062 -1.194 -1.524
C -1.354 -1.296 -1.045
O -1.539 -0.154 -0.219
C -0.410 0.566 -0.255
O -0.334 1.652 0.289
O 0.540 -0.128 -0.787
H 0.669 -2.847 -0.213
H 1.966 -2.209 -1.313
H 0.596 -3.262 -1.758
H 0.113 -0.933 -2.581
H -1.308 -2.177 -0.406
H -2.079 -1.337 -1.858
C -0.786 6.832 -2.507
C -0.855 5.321 -2.651
C -0.971 4.573 -1.311
O -2.133 3.861 -1.419
C -2.798 4.183 -2.483
O -3.871 3.658 -2.833
O -2.160 5.049 -3.224
H -0.944 7.353 -3.452
H 0.175 7.171 -2.118
H -1.572 7.196 -1.845
H -0.061 4.943 -3.295
H -0.948 5.328 -0.526
H -0.148 3.892 -1.091
C -4.895 -5.110 3.403
C -3.906 -4.020 3.805
C -2.830 -4.620 4.697
O -1.588 -4.280 4.111
C -1.773 -3.697 3.004
O -0.899 -3.325 2.254
O -3.121 -3.606 2.729
H -4.393 -5.990 3.001
H -5.588 -4.674 2.684
H -5.570 -5.350 4.224
H -4.381 -3.145 4.248
H -2.896 -5.698 4.846
H -2.966 -4.029 5.603
O 5.264 2.712 -3.320
P 4.476 1.499 -2.890
N 2.954 2.026 -2.173
C 1.787 2.543 -3.023
C 3.076 2.720 -0.897
N 5.186 0.251 -1.939
C 4.513 -0.652 -0.978
C 6.612 -0.015 -1.991
N 3.793 0.578 -4.161
C 2.953 -0.632 -3.998
C 4.178 0.805 -5.597
H 1.546 1.749 -3.730
H 2.055 3.468 -3.533
H 0.840 2.534 -2.482
H 3.610 2.112 -0.167
H 2.176 3.191 -0.503
H 3.753 3.562 -1.041
H 4.809 -0.550 0.066
H 3.443 -0.458 -1.053
H 4.664 -1.671 -1.333
H 6.819 -1.083 -2.070
H 7.088 0.502 -2.824
H 7.020 0.354 -1.050
H 2.301 -0.514 -3.133
H 2.286 -0.731 -4.855
H 3.605 -1.494 -3.857
H 4.082 1.876 -5.775
H 3.515 0.415 -6.369
H 5.170 0.363 -5.692
O -0.856 2.022 7.236
P -0.285 1.691 5.906
N -1.385 1.913 4.647
C -2.408 2.996 4.779
C -1.164 1.414 3.310
N 0.242 0.078 5.714
C 1.570 -0.269 6.247
C -0.753 -1.019 5.563
N 1.084 2.601 5.349
C 1.527 3.693 6.181
C 1.626 2.641 4.005
H -2.122 3.857 4.176
H -2.650 3.323 5.790
H -3.367 2.773 4.310
H -0.497 2.035 2.713
H -2.143 1.454 2.834
H -0.796 0.391 3.232
H 1.574 -0.611 7.282
H 2.039 -1.020 5.611
H 2.237 0.593 6.229
H -0.306 -1.735 4.874
H -0.905 -1.488 6.535
H -1.717 -0.633 5.230
H 0.819 4.521 6.143
H 1.558 3.441 7.241
H 2.479 4.093 5.833
H 1.767 1.612 3.673
H 2.635 3.053 3.980
H 1.053 3.164 3.239

Its net charge is -1. The LUMO energy (alpha / beta) is 1.84 / 1.84 eV. For the frontier orbital gap (alpha / beta), the calculation gives 2.5865 / 6.0227 eV. Its spin multiplicity is 2.

***

Computed, not measured: a 14-piece molecular cluster, C34H72O26S8 overall at a distorted geometry, with ωB97M-V with the def2-TZVPD basis set.

Element x y z (Å)
C -4.733 0.910 3.855
S -4.468 -0.604 2.943
O -4.121 -0.163 1.561
C -2.903 -0.978 3.812
H -3.752 1.461 3.881
H -5.075 0.654 4.899
H -5.417 1.516 3.273
H -2.347 -1.746 3.277
H -3.158 -1.334 4.817
H -2.292 -0.075 3.821
C 6.496 0.994 0.203
S 4.759 0.507 -0.105
O 4.881 -0.607 -1.094
C 4.437 -0.201 1.469
H 6.530 1.887 0.871
H 6.899 1.252 -0.770
H 6.932 0.094 0.558
H 4.388 0.595 2.204
H 5.263 -0.874 1.659
H 3.460 -0.712 1.283
C -1.874 2.679 -3.383
S -1.163 4.282 -3.009
O -0.354 4.058 -1.784
C -0.069 4.367 -4.359
H -2.555 2.488 -2.557
H -1.057 1.983 -3.436
H -2.436 2.674 -4.313
H -0.647 4.523 -5.286
H 0.504 3.463 -4.467
H 0.657 5.225 -4.292
C 0.318 -6.916 -1.673
S -0.555 -5.905 -2.837
O -1.918 -5.677 -2.176
C 0.222 -4.338 -2.501
H 1.293 -7.257 -2.033
H -0.382 -7.796 -1.583
H 0.348 -6.379 -0.732
H 0.589 -4.182 -1.455
H -0.400 -3.503 -2.745
H 1.169 -4.156 -3.066
C 1.355 2.468 4.013
S -0.323 2.400 4.687
O -1.165 1.736 3.673
C 0.023 1.141 5.934
H 1.379 3.215 3.200
H 1.543 1.492 3.615
H 2.129 2.723 4.744
H 0.512 0.280 5.325
H -0.798 0.741 6.522
H 0.756 1.556 6.639
C -4.790 0.298 -1.209
S -5.160 1.856 -0.484
O -3.792 2.447 -0.439
C -6.067 2.458 -1.814
H -4.168 -0.128 -0.445
H -4.235 0.551 -2.111
H -5.738 -0.198 -1.349
H -6.468 3.468 -1.586
H -7.022 1.887 -1.851
H -5.593 2.462 -2.833
C 2.808 -0.542 -4.081
S 2.080 1.163 -4.226
O 0.624 0.924 -4.455
C 2.202 1.664 -2.447
H 2.944 -0.849 -5.111
H 2.006 -1.116 -3.675
H 3.776 -0.645 -3.553
H 3.285 1.653 -2.231
H 1.574 0.963 -1.895
H 1.733 2.620 -2.416
C 3.778 5.558 2.280
S 3.993 4.187 1.064
O 4.015 2.897 1.856
C 2.407 4.382 0.164
H 2.684 5.562 2.568
H 3.945 6.593 1.977
H 4.397 5.245 3.127
H 1.510 4.407 0.755
H 2.397 3.515 -0.495
H 2.642 5.286 -0.401
C 0.315 -4.383 3.138
C 0.688 -4.089 4.537
O 1.231 -2.750 4.373
C 0.571 -2.157 3.405
O 0.580 -0.925 3.271
O 0.006 -3.062 2.619
H -0.552 -4.963 2.899
H 1.184 -4.795 2.695
H 1.563 -4.744 4.816
H -0.086 -4.157 5.238
C -2.606 4.675 2.161
C -1.785 4.903 0.839
O -0.619 5.596 1.266
C -0.518 5.581 2.626
O 0.357 6.162 3.242
O -1.536 5.001 3.171
H -3.035 3.675 2.402
H -3.398 5.425 2.320
H -2.270 5.544 0.072
H -1.592 3.950 0.320
C -3.701 -3.495 0.354
C -2.273 -4.114 0.356
O -2.381 -5.021 1.537
C -3.169 -4.301 2.440
O -3.017 -4.339 3.665
O -4.060 -3.518 1.833
H -4.434 -4.185 -0.143
H -3.922 -2.481 -0.001
H -1.403 -3.406 0.393
H -2.073 -4.850 -0.394
C 4.842 -4.949 -1.182
C 4.891 -3.779 -0.170
O 3.890 -4.246 0.807
C 3.088 -5.137 0.204
O 2.087 -5.584 0.683
O 3.550 -5.559 -1.017
H 5.618 -5.735 -0.909
H 5.002 -4.567 -2.194
H 4.672 -2.788 -0.577
H 5.860 -3.777 0.349
C -1.174 0.399 0.476
C -0.133 1.457 0.632
O 1.151 0.650 0.646
C 0.907 -0.607 0.241
O 1.764 -1.362 -0.040
O -0.398 -0.813 0.138
H -1.872 0.490 -0.357
H -1.744 0.179 1.375
H -0.367 1.986 1.580
H -0.082 2.149 -0.188
C -0.890 0.021 -7.168
C -2.277 0.339 -6.579
O -2.134 -0.140 -5.236
C -1.082 -1.005 -5.201
O -0.715 -1.557 -4.215
O -0.557 -1.129 -6.444
H -0.119 0.838 -7.016
H -0.892 -0.269 -8.193
H -3.046 -0.190 -7.145
H -2.549 1.378 -6.517

The LUMO energy is 0.23 eV. For the frontier orbital gap, the calculation gives 8.6918 eV. Its spin multiplicity is 1.